1.
Density functional theory data (ωB97M-V/def2-TZVPD) for a molecular structure, C13H23CsN2O10P2S in a non-equilibrium geometry.

* frontier orbital gap: 9.644 eV
* HOMO level: -9.508 eV
* LUMO: 0.00501 Eh
* E_tot: -67277.4035 eV
* max |F|: 1.3 eV/A
* energy relative to the best compared isomer or geometry (same formula, charge and spin): 9.1 kcal/mol

ORCA input file:
```
! wB97M-V def2-TZVPD RIJCOSX def2/J DEFGRID3
* xyz 0 1
Cs -1.33283 1.49189 0.41783
C -3.69498 -2.51719 3.32262
C -2.34828 -1.83102 3.09038
O -1.34383 -2.33873 3.97359
P -2.46260 0.00068 3.34258
O -3.53541 0.44276 2.39541
O -3.03398 0.14809 4.83941
O -1.06853 0.53277 3.29330
P -1.77584 -2.13807 1.38756
O -0.39483 -1.32793 1.27166
O -1.56906 -3.54300 1.01169
O -2.83817 -1.39020 0.46037
H -3.95417 -2.41976 4.37637
H -3.63313 -3.57604 3.06321
H -4.48335 -2.05558 2.72924
H -1.20518 -3.27140 3.76276
H -3.32775 -0.70498 0.98687
H -2.29931 0.12556 5.46272
H -0.32451 -0.65062 1.98858
O -4.03189 4.25758 1.80696
C -3.82462 4.07697 0.71861
N 6.19031 3.14067 0.49940
C 4.84055 3.22101 0.64262
O 4.26523 4.28655 0.73455
C 4.07753 1.92785 0.56861
C 4.63939 0.66389 0.66980
C 3.81069 -0.44260 0.59311
C 2.45132 -0.24843 0.41937
N 1.89057 0.96151 0.32476
C 2.70036 2.01404 0.40276
H 6.70123 4.00594 0.47314
H 6.66417 2.29380 0.25175
H 5.70081 0.52340 0.83232
H 4.20519 -1.44554 0.67900
H 1.77891 -1.09753 0.37384
H 2.25352 2.99868 0.33019
C 0.02667 1.06182 -5.24490
C -1.29539 0.45240 -4.80604
S -1.43080 0.26493 -3.00871
O -0.81445 1.50235 -2.41832
C -0.23385 -1.06616 -2.76497
C -0.90239 -2.42835 -2.88727
H -0.06011 1.44295 -6.26191
H 0.83605 0.33321 -5.23012
H 0.29196 1.88941 -4.58796
H -1.48731 -0.53143 -5.24012
H -2.13823 1.09613 -5.06080
H 0.14534 -0.87626 -1.75857
H 0.57854 -0.91444 -3.47449
H -1.62519 -2.58381 -2.08657
H -0.15890 -3.22181 -2.82307
H -1.41951 -2.53594 -3.84311
*
```


2.
Density functional theory data (ωB97M-V/def2-TZVPD) for a gas-phase ion, C4H10NO2 (charge +1) in a non-equilibrium geometry.

* frontier orbital gap: 10.804 eV
* HOMO level: -14.571 eV
* SMILES: C[C@H]([NH3+])CC(=O)O
* LUMO: -0.13843 Eh
* E_tot: -9888.7019 eV
* max |F|: 2.7 eV/A
* energy relative to the best compared isomer or geometry (same formula, charge and spin): 20.4 kcal/mol

ORCA input file:
```
! wB97M-V def2-TZVPD RIJCOSX def2/J DEFGRID3
* xyz 1 1
C 0.22563 -0.60781 1.46846
C -0.52626 -0.14584 0.22026
N -1.46695 -1.34533 -0.14858
C 0.22094 0.26355 -1.04708
C 1.37145 1.21514 -0.73278
O 2.50739 0.97162 -0.48798
O 0.82307 2.45586 -0.68484
H -0.24638 -1.21187 2.23975
H 0.53522 0.37578 1.84330
H 1.17955 -1.07013 1.18832
H -1.17043 0.69376 0.47437
H -2.44277 -1.05893 -0.25107
H -1.44255 -1.97160 0.65465
H -1.21845 -1.81678 -1.01976
H -0.49790 0.78492 -1.67845
H 0.61456 -0.61912 -1.55045
H 1.53389 3.08678 -0.48814
*
```


3.
Density functional theory data (ωB97M-V/def2-TZVPD) for 4 unconnected molecules or ions with the total composition C8H17N2O3 in a non-equilibrium geometry.

* frontier orbital gap: 4.707 eV
* HOMO level: -1.896 eV
* LUMO: 0.10331 Eh
* E_tot: -17689.8447 eV
* max |F|: 5.8 eV/A
* energy relative to the best compared isomer or geometry (same formula, charge and spin): 88.7 kcal/mol

ORCA input file:
```
! wB97M-V def2-TZVPD RIJCOSX def2/J DEFGRID3
* xyz -1 1
N 0.52431 0.38187 -1.52238
C -0.78120 0.97165 -1.25878
C -1.99577 0.07763 -0.97259
C -3.24810 0.92126 -0.71815
C -3.18036 2.41998 -0.81465
N -2.09872 3.29148 -1.07759
C -0.95759 2.47936 -1.26197
H 0.96799 0.35130 -0.58411
H -1.97278 -1.04795 -0.94241
H -4.23252 0.41470 -0.45702
H -4.17604 2.96819 -0.64458
H 0.00484 3.07650 -1.44784
C 2.96877 -1.33281 1.95489
O 2.48499 -1.05975 0.64797
H 3.15570 -0.38724 2.46470
H 2.22190 -1.90269 2.51399
H 3.90177 -1.90074 1.89380
H 2.32708 -1.90830 0.21787
C 3.91028 1.66344 -1.15675
O 2.95875 1.56501 -0.11552
H 3.80818 2.63799 -1.63524
H 4.92142 1.56614 -0.74656
H 3.73016 0.87788 -1.89585
H 3.06912 0.69292 0.29068
C -2.92670 -2.71829 1.54998
O -3.41039 -2.45363 0.24242
H -2.73981 -1.76955 2.05257
H -3.67347 -3.28527 2.11341
H -1.99400 -3.28586 1.49165
H -3.56777 -3.30522 -0.18196
*
```


4.
Density functional theory data (ωB97M-V/def2-TZVPD) for 2 unconnected molecules or ions with the total composition C2H8N2O2 in a non-equilibrium geometry.

* frontier orbital gap: 9.320 eV
* HOMO level: -8.649 eV
* SMILES: O=CO.NCN
* LUMO: 0.02464 Eh
* E_tot: -9278.1683 eV
* max |F|: 1.8 eV/A
* energy relative to the best compared isomer or geometry (same formula, charge and spin): 40.2 kcal/mol

ORCA input file:
```
! wB97M-V def2-TZVPD RIJCOSX def2/J DEFGRID3
* xyz 0 1
O 2.53580 -1.40792 -0.41415
C 2.98569 -1.72096 -1.46163
O 4.00075 -2.66491 -1.62412
H 2.82250 -1.32327 -2.47751
H 4.71641 -2.34921 -1.04015
N -1.83865 1.43517 -0.40562
C -2.45308 1.21320 0.88949
N -1.70703 0.49249 1.89703
H -1.37291 0.68776 -0.87412
H -1.18270 2.19704 -0.52139
H -3.38726 0.69734 0.66877
H -2.66700 2.17713 1.34469
H -0.99762 1.01340 2.36291
H -1.45490 -0.44726 1.65579
*
```


- What is the LUMO in the third record?
  0.10331 Eh


- The highest energy relative to the best compared isomer or geometry (same formula, charge and spin) belongs to which entry?
  C8H17N2O3


- Among the records above, which one has the lowest max |F|?
  C13H23CsN2O10P2S


What did the second record say?
Density functional theory data (ωB97M-V/def2-TZVPD) for a gas-phase ion, C4H10NO2 (charge +1) in a non-equilibrium geometry.

* frontier orbital gap: 10.804 eV
* HOMO level: -14.571 eV
* SMILES: C[C@H]([NH3+])CC(=O)O
* LUMO: -0.13843 Eh
* E_tot: -9888.7019 eV
* max |F|: 2.7 eV/A
* energy relative to the best compared isomer or geometry (same formula, charge and spin): 20.4 kcal/mol

ORCA input file:
```
! wB97M-V def2-TZVPD RIJCOSX def2/J DEFGRID3
* xyz 1 1
C 0.22563 -0.60781 1.46846
C -0.52626 -0.14584 0.22026
N -1.46695 -1.34533 -0.14858
C 0.22094 0.26355 -1.04708
C 1.37145 1.21514 -0.73278
O 2.50739 0.97162 -0.48798
O 0.82307 2.45586 -0.68484
H -0.24638 -1.21187 2.23975
H 0.53522 0.37578 1.84330
H 1.17955 -1.07013 1.18832
H -1.17043 0.69376 0.47437
H -2.44277 -1.05893 -0.25107
H -1.44255 -1.97160 0.65465
H -1.21845 -1.81678 -1.01976
H -0.49790 0.78492 -1.67845
H 0.61456 -0.61912 -1.55045
H 1.53389 3.08678 -0.48814
*
```